[1]
A structure of composition C18H49N4O8Zn in a non-equilibrium geometry. Source: the Open Molecules 2025 dataset; level of theory: ωB97M-V with the def2-TZVPD basis set.

As for the orbital gap: 1.6 eV. The total energy is -3314.8319 hartree. As for the charge: +1. The largest force on an atom is 2.20 eV/A.

```
80
C18H49N4O8Zn ωB97M-V with the def2-TZVPD basis set
Zn -5.54021 -13.44567 -1.95310
O -8.98605 -10.38972 -5.81281
C -8.26872 -10.99872 -4.85584
O -7.09830 -10.75982 -4.61177
O -8.72308 -11.92915 -4.15825
H -9.75716 -10.95999 -5.85502
C -1.23729 -8.99728 -9.00205
C -1.68655 -7.56802 -9.26830
C -2.52334 -7.33365 -10.55731
O -1.69125 -7.75623 -11.65582
C -2.18685 -7.52765 -12.92185
N -2.42828 -7.25584 -8.02763
H -2.07520 -9.68858 -8.91202
H -0.63240 -9.06773 -8.09804
H -0.67870 -9.27095 -9.89715
H -0.81214 -6.91725 -9.26919
H -2.68837 -6.25748 -10.60949
H -3.39615 -7.97515 -10.43577
H -1.45064 -7.68544 -13.71001
H -2.57339 -6.51309 -13.01866
H -3.03056 -8.16935 -13.17578
H -1.76179 -7.34852 -7.27443
H -3.09706 -8.00684 -7.93354
C -14.18196 -10.11647 -3.92736
C -14.64949 -11.53811 -3.72489
C -14.77930 -12.23688 -5.09568
O -13.57090 -12.11818 -5.90488
C -13.70293 -12.55174 -7.31825
N -13.67223 -12.16220 -2.88606
H -14.70709 -9.57489 -4.71415
H -13.14397 -10.09676 -4.25948
H -14.32155 -9.52045 -3.02549
H -15.60276 -11.60184 -3.20018
H -15.68705 -11.86902 -5.57396
H -14.85704 -13.30904 -4.91535
H -14.10560 -13.56462 -7.32493
H -12.72281 -12.57245 -7.79472
H -14.38467 -11.86002 -7.81308
H -13.39402 -11.49193 -2.18361
H -12.84641 -12.33427 -3.44150
C 0.49082 -7.77322 -0.72666
C -0.10637 -6.43445 -0.40694
C 0.58971 -5.21001 -1.08787
O 0.64032 -5.47624 -2.51375
C 0.97825 -4.32878 -3.27893
N -1.54164 -6.54549 -0.54620
H 0.20460 -8.38514 0.12875
H 1.57771 -7.73856 -0.65208
H 0.08418 -8.30860 -1.58462
H 0.09271 -6.34798 0.66123
H 1.55040 -5.01378 -0.61175
H -0.03744 -4.33915 -0.89709
H 0.27681 -3.50500 -3.14679
H 1.14824 -4.55594 -4.33135
H 1.91574 -3.84153 -3.01096
H -1.77981 -6.81213 -1.49080
H -2.06829 -5.70553 -0.35339
C -8.20854 -3.20360 -5.08768
C -8.16927 -2.73752 -6.55362
C -7.23529 -1.46531 -6.73119
O -7.69513 -0.28859 -5.97981
C -8.92779 0.30459 -6.40429
N -7.69307 -3.90340 -7.32917
H -7.24117 -3.42732 -4.63796
H -8.75722 -4.12836 -4.90912
H -8.59399 -2.46212 -4.38787
H -9.19985 -2.57233 -6.86779
H -7.05919 -1.17466 -7.76686
H -6.23956 -1.66360 -6.33459
H -8.79635 0.77214 -7.38012
H -9.23640 1.07386 -5.69642
H -9.71696 -0.43797 -6.52212
H -8.17855 -4.70514 -6.95284
H -6.71558 -4.01485 -7.10073
C -7.38377 -13.04743 -11.93595
O -7.12522 -14.38678 -12.27055
H -7.48291 -12.89967 -10.86056
H -6.52276 -12.45134 -12.23831
H -8.28334 -12.69031 -12.43728
H -6.74117 -14.78751 -11.48727
```

Mulliken population analysis, charges in e, atoms 1 to 5: 0.55 -0.38 0.82 -0.36 -0.38

***

[2]
A cluster of 3 separate species, C18H49N6O5P2S in total in a non-equilibrium geometry. Source: the Open Molecules 2025 dataset; level of theory: ωB97M-V with the def2-TZVPD basis set.

As for the orbital gap: 7.0 eV. The total energy is -2500.8282 hartree. As for the charge: -1. The largest force on an atom is 6.24 eV/A.

```
81
C18H49N6O5P2S ωB97M-V with the def2-TZVPD basis set
C -2.99093 3.54355 -2.72717
C -2.42255 2.56459 -1.69038
C -1.21441 1.73946 -2.17135
C -1.45319 0.92670 -3.45812
C -0.32470 1.05382 -4.47848
C -0.20283 2.44790 -5.11438
S 1.28412 3.34498 -4.68067
O 2.46901 2.52784 -4.91685
O 1.16104 3.82438 -3.30422
O 1.25565 4.48846 -5.59830
H -2.83516 3.22176 -3.75332
H -4.06971 3.65746 -2.60740
H -2.51243 4.51156 -2.58928
H -3.19438 1.84244 -1.40826
H -2.10019 3.11868 -0.80775
H -0.31014 2.34550 -2.24953
H -1.00997 1.02732 -1.37238
H -2.42691 1.16226 -3.89225
H -1.49872 -0.12955 -3.17278
H -0.58689 0.37375 -5.29657
H 0.62180 0.69635 -4.07720
H -0.20803 2.38252 -6.20012
H -1.05060 3.07657 -4.85298
O 1.18325 -0.54268 -0.94457
P 2.30600 -1.47615 -1.30028
N 2.57726 -2.18307 0.26330
C 3.60997 -1.90102 1.22646
C 1.52088 -3.03702 0.76921
N 3.45261 -0.33462 -1.82325
C 4.84402 -0.26733 -1.43112
C 2.96165 1.03645 -2.04591
N 3.15622 -2.77825 -2.15105
C 2.25304 -3.53946 -3.02991
C 4.08185 -3.68886 -1.51689
H 4.08881 -2.83185 1.56591
H 3.21583 -1.38787 2.11552
H 4.40224 -1.27820 0.82192
H 1.58555 -4.05348 0.34874
H 0.53358 -2.63545 0.52040
H 1.56687 -3.12643 1.85546
H 4.96996 0.10375 -0.40676
H 5.38128 0.42202 -2.08465
H 5.36537 -1.21892 -1.54694
H 2.83983 1.58650 -1.10420
H 2.01613 1.03054 -2.56835
H 3.64506 1.59787 -2.68039
H 1.56290 -4.17585 -2.45950
H 2.81558 -4.17207 -3.71953
H 1.65405 -2.85286 -3.63578
H 3.59337 -4.43936 -0.87799
H 4.83627 -3.17745 -0.92427
H 4.62150 -4.22114 -2.30506
O -2.59044 -2.31515 4.01048
P -2.36318 -0.91010 3.52485
N -1.38135 -0.30287 4.81452
C -1.74394 0.54077 5.92409
C -0.04875 -0.86689 4.91501
N -4.00052 -0.39442 3.49869
C -4.52753 0.84250 4.03685
C -5.00771 -1.44282 3.65811
N -1.90763 0.37244 2.41432
C -1.16073 -0.14859 1.24864
C -1.32804 1.63499 2.81811
H -1.04684 1.38642 6.01085
H -1.72650 -0.00346 6.87912
H -2.73569 0.97121 5.81820
H 0.64775 -0.38317 4.21284
H -0.05499 -1.93880 4.69532
H 0.35760 -0.74689 5.91953
H -4.56508 0.83908 5.13305
H -5.55056 0.99881 3.68692
H -3.98226 1.71876 3.68805
H -5.12445 -1.75410 4.70431
H -4.76011 -2.31769 3.06633
H -5.97463 -1.08590 3.29625
H -0.14767 -0.46198 1.52413
H -1.08514 0.59377 0.45793
H -1.67813 -1.01713 0.82699
H -0.27869 1.55557 3.13317
H -1.88726 2.12203 3.61434
H -1.36830 2.30758 1.95824
```

Mulliken population analysis, charges in e, atoms 1 to 5: -1.22 -0.55 1.37 -1.26 -0.22

***

[3]
A structure of composition C18H50AsBrN5O8P2Si in a non-equilibrium geometry. Source: the Open Molecules 2025 dataset; level of theory: ωB97M-V with the def2-TZVPD basis set.

As for the orbital gap: 6.0 eV. The total energy is -7373.6589 hartree. As for the charge: -1. The largest force on an atom is 1.73 eV/A.

```
86
C18H50AsBrN5O8P2Si ωB97M-V with the def2-TZVPD basis set
C 6.02373 -2.76213 2.40860
Si 5.58815 -2.46712 0.60480
C 5.65262 -0.61984 0.23069
C 6.92388 -3.33366 -0.41246
As 3.49833 -3.39808 -0.10840
Br 1.23831 -4.67163 -0.91409
P 2.44648 -3.61383 2.15407
P 0.58424 -2.54120 2.06380
O 0.32187 -1.57072 3.14658
O -0.55039 -3.67988 2.03849
O 0.46761 -1.86755 0.61387
H 5.75246 -3.76867 2.73352
H 7.09601 -2.61033 2.55925
H 5.50194 -2.05187 3.05313
H 4.66653 -0.24541 -0.05109
H 6.00445 -0.03933 1.08576
H 6.32470 -0.43802 -0.60998
H 7.74588 -2.65624 -0.65529
H 7.34254 -4.15860 0.16957
H 6.51938 -3.76425 -1.33041
H 3.96300 -4.85103 0.10365
H 3.97751 -3.42920 -1.59962
H 2.74007 -2.08168 -0.35511
H 3.01021 -2.67765 3.05159
H -0.31460 -4.40952 1.43622
H 0.15313 -0.94702 0.63341
C 0.70103 -0.92472 -2.13099
O 0.73327 0.17384 -1.58432
N 0.79988 -1.09883 -3.46154
C 0.75856 -2.42169 -4.04672
C 0.96144 0.07011 -4.30292
H 0.56913 -1.86089 -1.57388
H 1.68116 -2.64024 -4.59016
H -0.08112 -2.51877 -4.74097
H 0.65207 -3.15961 -3.25140
H 1.86518 0.61971 -4.04239
H 0.11713 0.74931 -4.17729
H 1.02312 -0.23106 -5.34589
C -4.82209 -4.12462 2.12542
O -5.70104 -4.97239 2.16745
N -4.32679 -3.49190 3.20086
C -3.28173 -2.48761 3.10733
C -4.85438 -3.84223 4.50450
H -4.35372 -3.80222 1.18143
H -2.39541 -2.79159 3.66161
H -3.63271 -1.53095 3.49971
H -2.99338 -2.36299 2.06632
H -4.68670 -4.90150 4.70974
H -5.93010 -3.66284 4.55031
H -4.35755 -3.23806 5.26088
C 1.65687 3.88836 -5.88197
O 1.81994 2.68497 -5.96117
N 1.32551 4.53690 -4.75056
C 1.13861 5.97143 -4.70892
C 1.15276 3.75918 -3.53110
H 1.77201 4.56278 -6.74942
H 1.84557 6.43875 -4.02016
H 0.13339 6.23869 -4.38451
H 1.30517 6.38151 -5.70524
H 2.06751 3.22576 -3.27404
H 0.36537 3.01599 -3.64822
H 0.88994 4.43615 -2.72161
C -0.54345 9.49494 -4.72655
O -0.51956 8.58861 -3.91738
N -1.34666 9.51833 -5.81048
C -1.34385 10.61643 -6.74926
C -2.23996 8.39248 -6.02614
H 0.10031 10.38688 -4.64295
H -2.32503 11.09322 -6.80333
H -1.07034 10.27950 -7.75155
H -0.61728 11.36058 -6.42641
H -2.92326 8.27327 -5.18522
H -1.67761 7.46425 -6.12991
H -2.81184 8.56937 -6.93448
C -4.04413 -2.77575 8.40835
O -4.44124 -1.88123 7.68973
N -4.83850 -3.73924 8.92425
C -4.32339 -4.79219 9.76748
C -6.25309 -3.70391 8.59991
H -2.98454 -2.88632 8.69376
H -4.49492 -5.77528 9.32334
H -4.79121 -4.77474 10.75488
H -3.25029 -4.65580 9.89237
H -6.40589 -3.77101 7.52224
H -6.70613 -2.77229 8.94047
H -6.74418 -4.54441 9.08620
```

Mulliken population analysis, charges in e, atoms 1 to 5: -1.18 0.58 -1.12 -1.16 -0.16

***

Values of E_HOMO, in order: -10.98; -4.78; -4.44, all in eV.